# 1
Formula: C2H2BrP
Source: the Open Molecules 2025 dataset
Level of theory: wB97M-V/def2-TZVPD

Last column: Mulliken charge in e.
Cartesian coordinates (Å):
P 0.752 -1.930 -0.001  0.089
H -0.493 -0.215 -1.303  0.398
C 0.317 -0.389 0.654  -0.017
H 0.782 0.283 1.424  0.339
Br -2.831 -0.161 0.049  -0.294
C -0.593 -0.681 -0.433  -0.515

The SMILES is Br[C@H]1C=P1. As for the total charge: 0. Its HOMO energy (alpha / beta) is -9.4 / -9.4 eV. Its LUMO energy (alpha / beta) is -0.0458 / -0.0458 Eh. For the largest force on an atom, the calculation gives 4.653 eV/A. Its spin multiplicity is 1. The frontier orbital gap (alpha / beta) is 8.1 / 8.1 eV.

# 2
Formula: C3H6BrI
Source: the Open Molecules 2025 dataset
Level of theory: wB97M-V/def2-TZVPD

Last column: Mulliken charge in e.
Cartesian coordinates (Å):
C -0.394 -0.105 -1.343  -0.760
H 0.469 0.052 2.127  0.399
H -1.183 0.578 1.588  0.301
C -0.278 -0.112 1.328  -1.085
C 0.416 0.116 0.011  -0.007
Br 1.020 2.203 -0.003  -0.170
I 2.370 -1.061 0.034  0.119
H -0.687 0.836 -1.882  0.307
H -1.342 -0.700 -1.118  0.246
H 0.319 -0.672 -2.004  0.282
H -0.711 -1.135 1.261  0.369

The SMILES is CC(C)(Br)I. As for the total charge: 0. Its HOMO energy is -9.5 eV. Its LUMO energy is -0.0149 Eh. For the largest force on an atom, the calculation gives 2.242 eV/A. Its spin multiplicity is 1. The frontier orbital gap is 9.1 eV.

# 3
Formula: C19H22N6
Source: the Open Molecules 2025 dataset
Level of theory: wB97M-V/def2-TZVPD

Last column: Mulliken charge in e.
Cartesian coordinates (Å):
H 1.020 -1.820 3.713  0.306
C -0.736 5.264 -1.097  -0.328
H -3.478 -0.477 -4.307  0.211
N 1.128 0.739 2.229  -0.666
C -2.497 -0.580 -3.828  -0.599
C 2.175 -4.265 3.499  -1.223
H 1.874 -4.363 4.545  0.291
H 0.630 -5.345 2.535  0.339
C -0.078 -0.794 -2.487  -0.210
C -0.520 -1.849 -3.301  -0.756
C 0.537 -0.158 1.465  -0.033
H 1.298 -3.976 1.571  0.240
C -0.213 -3.474 3.033  -0.829
H -2.593 1.437 -2.989  0.366
H 0.067 -2.786 -3.333  0.222
C 0.465 3.657 0.100  0.857
N -2.202 -2.757 -4.793  -0.506
N -0.491 1.379 -1.417  -0.027
C -0.876 0.359 -2.273  0.082
H -0.720 -1.430 3.553  0.298
C -2.042 0.492 -3.022  -0.611
C 1.318 5.912 0.005  -0.440
H 2.038 6.683 0.307  0.385
N 0.066 0.025 0.272  -0.261
H -3.154 -2.690 -5.120  0.173
N -0.615 4.020 -0.625  -0.591
C 0.084 1.259 -0.178  0.295
H 1.499 2.714 2.481  0.434
H -1.072 -3.599 2.381  0.351
H -1.613 5.462 -1.683  0.432
H 2.862 -5.062 3.263  0.365
C 1.422 4.628 0.460  -0.654
H 2.240 4.315 1.088  0.330
H -0.144 -1.833 0.990  0.310
H 0.865 -0.912 -1.916  0.352
C -1.722 -1.733 -3.984  1.182
C 0.584 2.300 0.536  0.625
C 0.208 6.233 -0.781  -0.462
H -1.705 -3.605 -4.836  0.174
N 0.413 -1.452 1.744  -0.006
H -0.845 2.314 -1.601  0.158
C 0.985 -4.325 2.555  -0.210
C 1.107 1.970 1.783  -0.759
H -0.489 -3.816 4.064  0.366
H 0.051 7.250 -1.119  0.344
C 0.131 -1.963 3.100  -0.642
H 2.739 -3.350 3.418  0.325

The SMILES is CCCCNc1ncc(-c2ccccn2)c(Nc2ccc(N)cc2)n1. As for the total charge: 0. Its HOMO energy is -7.0 eV. Its LUMO energy is 0.0265 Eh. For the largest force on an atom, the calculation gives 3.770 eV/A. Its spin multiplicity is 1. The frontier orbital gap is 7.8 eV.

# 4
Formula: C14H12CsN2OS3
Source: the Open Molecules 2025 dataset
Level of theory: wB97M-V/def2-TZVPD

Last column: Mulliken charge in e.
Cartesian coordinates (Å):
C 4.104 -2.353 2.567  0.818
H 1.082 5.402 -1.651  0.326
C 0.659 5.923 -0.801  -0.430
H 3.843 1.028 2.401  0.421
S 0.539 -2.794 0.460  -0.523
H -1.910 1.027 2.919  0.394
H 1.395 7.834 -1.421  0.308
C 5.965 -1.323 3.654  -0.434
C 5.297 -2.475 3.269  -0.445
H -0.971 -0.550 3.302  0.383
S -0.245 3.431 -0.011  -0.646
H -2.626 -0.635 2.453  0.325
C 0.830 7.293 -0.669  -0.307
C -0.053 5.168 0.145  -0.071
H 0.427 9.046 0.521  0.348
C 0.288 7.978 0.413  -0.463
H -1.177 5.332 1.957  0.325
C 4.252 0.055 2.642  -0.528
H 5.700 -3.451 3.512  0.361
S 3.040 -3.577 1.949  -0.296
H 5.971 0.825 3.649  0.354
H 6.896 -1.398 4.200  0.352
C 5.441 -0.067 3.340  -0.508
N 2.381 -1.110 1.540  -0.378
C -0.437 7.254 1.354  -0.301
C -0.607 5.885 1.219  -0.435
O 1.931 -1.077 -3.174  -0.144
C 1.953 -2.330 1.297  0.295
C -1.824 -0.048 2.872  -1.088
C 3.572 -1.096 2.245  -0.527
Cs 0.544 0.376 0.016  1.081
N 1.582 -0.029 -2.880  0.123
H -0.876 7.764 2.205  0.310

As for the total charge: -1. Its HOMO energy (alpha / beta) is -3.8 / -3.8 eV. Its LUMO energy (alpha / beta) is 0.0587 / 0.0758 Eh. For the largest force on an atom, the calculation gives 0.959 eV/A. Its spin multiplicity is 1. The frontier orbital gap (alpha / beta) is 5.4 / 5.8 eV.

# 5
Formula: C38H40BCoN8S2
Source: the Open Molecules 2025 dataset
Level of theory: wB97M-V/def2-TZVPD

Last column: Mulliken spin population.
Cartesian coordinates (Å):
N 2.001 -0.389 -0.184  0.048
H -1.111 2.183 3.813  -0.001
S 0.555 -1.414 -6.904  0.000
C 0.792 -1.510 -5.201  0.000
C -3.195 4.692 1.445  0.000
C 3.111 0.128 -0.723  0.026
C 3.133 1.520 -2.845  0.002
H -4.498 5.774 0.116  0.000
H 4.100 -2.708 0.580  0.000
H -4.041 6.491 4.363  0.000
N -1.643 1.569 -0.189  0.033
H -3.604 1.967 0.454  0.002
C 1.462 -2.833 -7.175  0.000
H 1.240 2.245 -0.878  0.006
C 0.227 -0.056 4.052  -0.002
C -2.348 1.733 2.136  0.001
C -1.315 2.903 -4.152  0.000
H -2.347 5.281 -0.964  0.000
C -3.442 -1.006 -1.110  0.013
C 1.929 -3.366 -6.014  0.000
C 4.173 -0.769 -0.537  0.005
H -1.974 -1.757 -3.341  0.000
C -2.274 4.222 -0.746  -0.001
N 0.778 -1.277 2.302  0.014
H 4.254 1.819 -1.067  -0.001
H 2.441 3.502 -1.103  -0.001
C -0.881 1.227 -2.455  0.012
C 0.272 -0.731 -2.900  0.004
C -1.661 -2.805 -0.692  -0.011
C 0.224 -0.509 -4.296  -0.002
H 0.360 -4.918 0.772  0.000
H 1.886 -3.212 1.868  0.000
H 1.340 -1.999 4.191  0.000
H -1.958 -5.005 -0.701  0.000
H -3.473 -0.845 -0.029  -0.004
H -2.862 -0.216 -1.594  -0.003
H -0.479 3.925 2.141  -0.001
H 0.761 -1.607 -2.493  -0.003
C -1.744 3.751 -3.172  0.001
H 2.425 2.562 0.395  0.001
C -2.884 -2.378 -1.463  -0.002
C 3.237 1.505 -1.320  -0.022
S -2.850 4.762 3.138  0.000
H 0.101 0.299 5.059  0.000
H 1.831 -2.872 -3.872  0.000
C -2.579 2.271 0.723  0.011
C -0.215 -4.124 0.327  -0.001
C 0.852 -1.216 3.635  0.004
H -4.460 -0.912 -1.488  0.000
H -3.640 -3.115 -1.179  0.000
C -3.916 6.072 3.378  0.000
C 2.280 2.508 -0.684  0.025
C 1.544 -2.609 -4.880  0.000
N 2.345 -1.570 0.390  -0.016
C -1.506 2.047 -1.496  0.013
H 3.764 0.755 -3.298  0.000
C -4.522 6.447 2.220  0.000
C 3.642 -1.819 0.179  0.000
H -5.241 7.250 2.155  0.000
N 0.162 -2.850 0.473  -0.014
N -0.717 -2.024 -0.149  0.045
C -0.853 1.607 -3.808  -0.005
C -2.681 -2.504 -2.976  0.000
Co -0.010 -0.097 -0.098  0.965
H 0.891 3.013 2.760  0.002
H -2.040 4.763 -3.421  0.000
H -1.984 0.606 -0.217  -0.076
C -4.111 5.658 1.118  0.000
C -0.220 0.562 2.880  0.000
H -3.628 -2.348 -3.495  0.000
N -0.248 0.091 -2.022  -0.043
C -1.851 3.335 -1.821  0.004
H -1.286 3.217 -5.187  0.000
H 3.444 2.491 -3.231  0.000
H 2.107 1.352 -3.167  0.000
H -0.312 0.940 -5.778  0.000
N 0.125 -0.191 1.834  -0.034
C -0.941 1.882 2.777  0.003
C -0.317 0.682 -4.726  0.001
B 1.343 -2.311 1.301  -0.010
H -2.304 -3.490 -3.245  0.000
C -2.578 3.772 0.480  0.001
H -3.102 2.169 2.790  0.001
C -1.374 -4.147 -0.414  0.005
H 5.197 -0.629 -0.838  0.000
H -2.593 0.666 2.098  -0.004
C -0.017 2.940 2.159  0.004
H 1.602 -3.200 -8.179  0.000
H 2.526 -4.264 -5.968  0.000
H 0.268 2.681 1.141  0.005

As for the total charge: +1. Its HOMO energy (alpha / beta) is -10.2 / -10.2 eV. Its expectation value of S² is 0.758. Its LUMO energy (alpha / beta) is -0.1185 / -0.1191 Eh. For the largest force on an atom, the calculation gives 0.879 eV/A. Its spin multiplicity is 2. The frontier orbital gap (alpha / beta) is 7.0 / 7.0 eV.

# 6
Formula: C28H17Co2FO10S2
Source: the Open Molecules 2025 dataset
Level of theory: wB97M-V/def2-TZVPD

Last column: Mulliken charge in e.
Cartesian coordinates (Å):
C 1.138 1.429 -4.323  -0.588
C 1.212 -1.107 2.735  0.013
C 0.623 3.622 -2.638  -0.322
H 2.131 4.654 -3.798  0.322
C -1.400 2.869 3.620  0.103
C -5.198 0.315 3.165  -0.848
O 0.160 4.579 0.704  -0.501
O -0.160 -1.036 -4.090  -0.688
C 4.340 -4.290 0.534  -0.499
C 0.787 1.595 2.654  0.057
C 0.239 1.349 -3.264  0.316
H 2.482 2.708 -5.385  0.336
H 4.677 -5.006 1.284  0.339
C 0.951 -0.726 -1.626  -0.367
S 2.355 -1.506 -2.521  1.506
C 3.249 -2.513 -1.307  0.010
O 1.783 2.137 2.985  -0.614
C -0.070 2.425 -2.422  -0.385
C -3.148 -0.115 1.911  1.415
C 3.750 -3.744 -1.747  -0.414
C -3.836 0.534 2.966  -0.007
C 4.009 -2.991 0.924  -0.537
H 4.131 -2.697 1.965  0.400
S -0.331 -0.305 -2.870  1.277
H 1.330 0.552 -4.950  0.347
C -0.724 -0.658 1.062  0.959
H 3.716 -3.995 -2.808  0.375
O 2.110 -1.841 2.798  -0.483
H 3.252 -1.054 0.281  0.501
O 3.292 -0.459 -2.963  -0.742
C -5.906 -0.578 2.340  -0.488
H -3.427 -1.201 0.054  0.325
C -0.357 -1.256 -0.108  -0.536
H -3.258 1.204 3.611  0.213
O -1.090 -0.010 5.372  -0.464
F 1.440 0.459 -1.018  -0.289
H -5.696 0.829 3.987  0.345
H -5.831 -1.673 0.489  0.392
C 4.243 -4.659 -0.811  -0.409
H 0.602 -1.806 -0.183  0.211
C -3.912 -0.834 0.958  -0.344
O 1.882 -2.511 -3.484  -0.725
C -0.774 0.015 4.259  0.158
Co -1.022 2.249 1.991  0.264
H 4.529 -5.663 -1.131  0.336
H -6.944 -0.841 2.569  0.344
H -0.826 2.309 -1.638  0.494
O -1.521 3.464 4.612  -0.482
C -5.265 -1.071 1.192  -0.546
C 1.786 2.647 -4.544  -0.455
H -1.184 -1.371 -0.854  0.125
C 1.562 3.726 -3.678  -0.588
H 0.438 4.471 -1.980  0.355
Co -0.156 -0.038 2.621  -0.199
O -3.455 3.246 0.696  -0.486
C -2.527 2.763 1.183  0.365
O -1.665 -0.142 -2.306  -0.708
C -1.711 0.025 1.774  -0.623
C 3.483 -2.079 -0.002  -0.353
C -0.284 3.601 1.150  0.488

As for the total charge: -2. Its HOMO energy is -0.3 eV. Its LUMO energy is 0.1683 Eh. For the largest force on an atom, the calculation gives 4.637 eV/A. Its spin multiplicity is 1. The frontier orbital gap is 4.9 eV.